Formula: C4H3N
Source: the OMol25 dataset
Level of theory: ωB97M-V/def2-TZVPD

Computed properties:
* multiplicity: 1
* E_tot: -5678.9671 eV
* HOMO energy (alpha / beta): -0.3149 / -0.3150 Ha
* structure (SMILES): C#CN=C=C
* F_max: 0.60 eV/Å

Last column: Mulliken charge in e.
Atoms and positions in Å:
C1 -1.05137 -1.57895 -0.22072  -0.31
C2 -0.24368 -0.87130 0.33719  -0.15
N1 0.69256 -0.23384 1.11968  -0.19
C3 1.28208 0.98912 0.97844  -0.27
C4 0.56982 1.25626 -0.18658  -0.09
H1 -1.75950 -2.22377 -0.69234  0.44
H2 -0.41985 1.71759 -0.16639  0.29
H3 0.92994 0.94489 -1.16928  0.29

Atoms 1-3, force components in eV/Å:
0.31 0.24 0.24
-0.20 -0.12 -0.19
0.06 0.28 -0.14